# 1
The ion C18H25N2O4 with charge -1, computed with the ωB97M-V functional and the def2-TZVPD basis.

ORCA input file:
```
! RIJCOSX wB97M-V def2-TZVPD def2/J DEFGRID3
* xyz -1 1
C 2.82 2.12 -1.99
C 3.56 1.69 -0.73
C 3.44 0.19 -0.48
N 2.11 -0.25 -0.10
C 1.71 0.01 1.26
C 2.26 -1.02 2.26
C 1.68 -0.80 3.65
C 1.36 -0.92 -1.02
O 1.79 -1.16 -2.13
C 0.05 -1.55 -0.50
C -0.54 -2.52 -1.53
C -1.41 -3.61 -0.90
C -2.84 -3.21 -0.38
O -2.93 -2.17 0.33
O -3.75 -3.98 -0.66
N -0.96 -0.59 -0.10
C -1.03 0.63 -0.66
O -0.13 1.12 -1.33
C -2.24 1.44 -0.31
C -2.12 2.82 -0.42
C -3.19 3.65 -0.14
C -4.41 3.10 0.24
C -4.53 1.72 0.34
C -3.46 0.89 0.07
H 1.78 1.85 -1.91
H 2.90 3.20 -2.13
H 3.24 1.62 -2.86
H 3.17 2.24 0.13
H 4.63 1.94 -0.81
H 4.14 -0.11 0.31
H 3.69 -0.35 -1.40
H 0.62 0.03 1.32
H 2.07 1.01 1.55
H 2.00 -2.02 1.91
H 3.35 -0.95 2.30
H 1.92 0.20 4.01
H 0.60 -0.90 3.63
H 2.08 -1.52 4.35
H 0.31 -2.12 0.40
H 0.29 -2.99 -2.06
H -1.11 -1.95 -2.26
H -1.58 -4.40 -1.63
H -0.88 -4.05 -0.05
H -1.84 -1.14 0.18
H -1.17 3.23 -0.74
H -3.09 4.72 -0.23
H -5.25 3.74 0.46
H -5.48 1.29 0.63
H -3.59 -0.18 0.15
*
```

Results
- Gap between HOMO and LUMO: 8.16 eV
- LUMO energy: 3.0 eV
- Max |F|: 1.03 eV/A
- Energy relative to the best compared isomer or geometry (same formula, charge and spin): 0.3722 eV
- E_HOMO: -5.20 eV

# 2
An isolated molecule of C5H10O2, computed with the ωB97M-V functional and the def2-TZVPD basis.

ORCA input file:
```
! RIJCOSX wB97M-V def2-TZVPD def2/J DEFGRID3
* xyz 0 1
C 2.50 -0.55 -0.05
C 1.05 -0.88 0.33
O 0.11 -0.14 -0.44
C -1.28 0.06 0.07
C -1.23 1.52 0.47
C -2.12 -0.25 -1.15
O -2.81 -1.24 -1.29
H 2.77 0.48 0.18
H 3.18 -1.20 0.53
H 2.69 -0.73 -1.11
H 0.86 -1.94 0.14
H 0.92 -0.69 1.41
H -1.53 -0.64 0.89
H -1.41 1.76 1.52
H -0.15 1.52 0.21
H -1.78 2.22 -0.18
H -2.02 0.50 -1.97
*
```

Results
- Gap between HOMO and LUMO: 10.75 eV
- LUMO energy: 1.0 eV
- Max |F|: 2.06 eV/A
- Energy relative to the best compared isomer or geometry (same formula, charge and spin): 2.6046 eV
- E_HOMO: -9.74 eV

# 3
A structure of composition C18H21F5NO19Tl, computed with the ωB97M-V functional and the def2-TZVPD basis.

ORCA input file:
```
! RIJCOSX wB97M-V def2-TZVPD def2/J DEFGRID3
* xyz 2 1
Tl 1.35 -2.56 -5.59
C 1.22 -0.64 -1.06
C 1.06 -0.93 -2.52
O 2.03 -0.92 -3.30
O -0.05 -1.31 -3.00
H 1.61 0.36 -0.87
H 1.88 -1.44 -0.69
H 0.29 -0.77 -0.50
C -2.93 0.73 4.60
C -4.10 -0.01 4.00
O -3.74 -0.09 2.63
C -2.42 -0.07 2.55
O -1.82 -0.32 1.54
O -1.86 0.38 3.70
F -5.25 0.70 4.14
H -2.80 0.53 5.66
H -3.10 1.81 4.50
H -4.27 -0.99 4.45
C 5.38 1.22 0.28
C 4.09 1.08 1.06
O 3.81 -0.31 0.99
C 4.52 -0.84 -0.03
O 4.48 -1.97 -0.43
O 5.32 0.07 -0.58
F 3.09 1.91 0.66
H 6.29 1.19 0.89
H 5.34 2.15 -0.28
H 4.20 1.24 2.14
C -1.75 2.17 -2.64
C -2.84 1.69 -1.70
O -3.84 2.65 -1.81
C -3.48 3.62 -2.64
O -4.13 4.58 -2.89
O -2.28 3.36 -3.22
F -2.37 1.73 -0.40
H -1.54 1.42 -3.41
H -0.85 2.43 -2.07
H -3.20 0.68 -1.86
C -2.85 -1.96 -0.84
C -3.05 -2.92 -2.03
O -4.35 -2.71 -2.47
C -4.92 -1.73 -1.72
O -5.97 -1.24 -1.94
O -4.14 -1.44 -0.65
F -2.93 -4.20 -1.53
H -2.08 -1.22 -1.09
H -2.50 -2.48 0.06
H -2.29 -2.80 -2.81
C 1.44 -2.47 2.31
C 1.73 -1.22 3.13
O 1.33 -1.70 4.42
C 1.56 -3.00 4.47
O 1.56 -3.67 5.47
O 1.73 -3.50 3.25
F 1.03 -0.09 2.88
H 1.94 -2.61 1.36
H 0.36 -2.58 2.12
H 2.79 -0.96 3.09
C 2.69 2.58 -3.13
N 3.85 3.14 -2.44
O 3.66 3.75 -1.41
O 4.92 3.11 -3.00
H 2.08 2.06 -2.39
H 3.01 1.96 -3.96
H 2.04 3.39 -3.44
*
```

Results
- Gap between HOMO and LUMO: 1.76 eV
- LUMO energy: -14.0 eV
- Max |F|: 2.76 eV/A
- E_HOMO: -15.76 eV